Entry from the OMol25 dataset: CH5O3Zn as an isolated structure (ωB97M-V with the def2-TZVPD basis set).

```
10
CH5O3Zn, DFT ωB97M-V with the def2-TZVPD basis set
Zn -0.9986 1.2886 1.2375
O -0.0980 2.0719 -0.1303
O -0.8143 -1.6556 1.0111
O -0.2992 -0.4383 0.5495
C 0.6991 -0.5181 -0.5548
H 1.6082 -0.0304 -0.1796
H -1.4474 -1.9213 0.3268
H 0.9594 -1.5665 -0.7511
H 0.1392 -0.1912 -1.4396
H 0.2516 2.9609 -0.0695
```

Values from the calculation:
Spin multiplicity: 2
Orbital gap (alpha / beta), eV: 7.2 / 9.6
LUMO level (alpha / beta), eV: 0.41 / -0.23
Total energy, Eh: -2045.9683

---

Entry from the OMol25 dataset: an isolated ion of composition CH5O4PSi and charge -2 (ωB97M-V with the def2-TZVPD basis set).

```
12
CH5O4PSi, DFT ωB97M-V with the def2-TZVPD basis set
P 0.0024 1.8722 -0.5092
Si -0.6741 -0.4508 -0.2165
O 1.4783 2.0482 -0.3570
O -0.1787 0.5422 -1.4997
O -0.8271 2.9863 -1.1295
O -0.6407 1.1185 0.7382
C 0.7227 -1.3105 0.7474
H -1.9765 -0.5572 0.4028
H 0.7165 -0.9691 1.8509
H 0.5078 -2.3792 0.8440
H 1.6292 -1.0830 0.1930
H -0.7598 -1.8175 -1.0645
```

Values from the calculation:
Net charge: -2
Spin multiplicity: 1
Orbital gap, eV: 7.4
LUMO level, eV: 7.01
Total energy, Eh: -973.0538

---

Entry from the OMol25 dataset: a 2-piece molecular cluster, CH5PS overall (ωB97M-V with the def2-TZVPD basis set).

```
8
CH5PS, DFT ωB97M-V with the def2-TZVPD basis set
S 0.4122 0.8171 -1.3772
P -1.2479 1.1313 -0.3025
C 1.1517 -1.1443 0.7634
H -2.3035 0.5704 -0.9396
H 0.3368 -1.5058 1.3605
H -1.4844 2.4258 -0.8905
H 1.6606 -0.2171 1.0345
H 1.4745 -2.0774 0.3514
```

Values from the calculation:
Spin multiplicity: 1
Orbital gap (alpha / beta), eV: 6.8 / 8.7
LUMO level (alpha / beta), eV: -1.81 / -0.20
Total energy, Eh: -780.4992

---

Entry from the OMol25 dataset: a 2-piece molecular cluster, CH5PS overall (ωB97M-V with the def2-TZVPD basis set).

```
8
CH5PS, DFT ωB97M-V with the def2-TZVPD basis set
S -0.4984 0.0704 -0.3438
P 0.8921 -0.0337 2.9365
C -0.3131 0.1677 -2.1540
H -0.1111 -0.8772 2.7375
H 0.4219 0.1958 4.1652
H 0.7212 0.5238 -2.0427
H -0.2081 -0.8225 -2.5984
H -0.9045 0.7758 -2.7005
```

Values from the calculation:
Spin multiplicity: 1
Orbital gap (alpha / beta), eV: 8.3 / 7.1
LUMO level (alpha / beta), eV: -1.14 / -1.74
Total energy, Eh: -780.4965